{
  "formula": "C39H35N9O2S2Ti",
  "method": "ωB97M-V/def2-TZVPD",
  "elements": ["Ti", "C", "O", "C", "C", "C", "C", "C", "C", "N", "N", "C", "C", "O", "C", "C", "C", "C", "C", "C", "C", "C", "H", "H", "H", "H", "H", "H", "H", "H", "H", "H", "H", "H", "H", "C", "C", "N", "C", "S", "N", "N", "C", "C", "C", "C", "C", "C", "C", "N", "H", "H", "H", "H", "H", "H", "H", "H", "H", "H", "H", "H", "H", "N", "C", "C", "C", "C", "C", "C", "S", "N", "C", "C", "C", "C", "C", "C", "N", "H", "H", "H", "H", "H", "H", "H", "H", "H"],
  "xyz": [[0.46011, -0.65409, -0.16028], [-2.90620, -2.99539, -1.90692], [-2.24468, -1.81062, -1.47732], [-2.16552, -0.78924, -2.38113], [-2.56340, -0.88157, -3.70917], [-2.45544, 0.22380, -4.54272], [-1.96443, 1.42793, -4.06807], [-1.56493, 1.52857, -2.74543], [-1.65794, 0.42944, -1.90266], [-1.18741, 0.51136, -0.56046], [-1.59341, 1.56170, 0.03894], [-1.20462, 1.87251, 1.29149], [-0.30252, 1.09477, 2.05520], [0.32533, 0.08391, 1.53431], [-0.10172, 1.39666, 3.42586], [-0.69508, 2.48595, 3.97713], [-1.54680, 3.34718, 3.22733], [-2.12470, 4.48917, 3.81747], [-2.95264, 5.30453, 3.09199], [-3.23243, 4.99363, 1.75306], [-2.68374, 3.88504, 1.15639], [-1.82142, 3.04157, 1.87823], [-3.93882, -2.78410, -2.19041], [-2.38736, -3.45709, -2.75073], [-2.90020, -3.67453, -1.05804], [-2.96833, -1.80257, -4.09929], [-2.77140, 0.13624, -5.57384], [-1.88903, 2.28450, -4.72427], [-1.14752, 2.44343, -2.34662], [0.57335, 0.76364, 3.98565], [-0.51490, 2.72742, 5.01815], [-1.90102, 4.71084, 4.85386], [-3.39260, 6.18203, 3.54604], [-3.88977, 5.63716, 1.18303], [-2.90651, 3.65089, 0.12501], [1.64271, 5.36504, -1.32384], [0.90742, 4.51232, -0.29792], [1.77133, 3.55876, 0.37419], [2.03031, 2.31250, -0.08487], [3.15519, 1.35866, 0.75683], [1.42627, 1.98224, -1.23509], [1.45089, 0.66248, -1.52502], [1.59176, 0.32930, -2.76682], [1.91492, 1.34775, -3.80839], [1.34624, -1.07974, -3.07307], [1.69337, -1.68172, -4.28290], [1.44747, -3.02834, -4.46868], [0.85358, -3.76110, -3.44971], [0.52625, -3.10046, -2.28228], [0.75701, -1.80144, -2.09444], [0.96067, 6.07450, -1.79457], [2.44839, 5.93080, -0.85414], [2.07538, 4.73141, -2.09871], [0.43885, 5.13899, 0.46383], [0.11303, 3.94534, -0.78229], [2.40494, 3.89052, 1.08199], [2.66579, 2.03446, -3.41894], [2.26381, 0.90983, -4.73869], [1.02298, 1.94325, -4.01847], [2.15610, -1.10435, -5.06788], [1.71856, -3.50503, -5.40122], [0.64444, -4.81565, -3.55667], [0.04866, -3.61745, -1.45897], [0.58537, -3.90175, 2.60990], [-0.33585, -3.45263, 3.59462], [-0.09156, -3.67464, 4.93900], [-0.97897, -3.18222, 5.88578], [-2.07881, -2.43744, 5.49155], [-2.30282, -2.18929, 4.14445], [-1.44659, -2.72458, 3.19540], [-1.76486, -2.52762, 1.47016], [-0.16386, -2.51390, 0.86056], [0.75643, -3.18143, 1.46447], [2.11488, -3.09381, 0.88596], [3.05157, -4.11099, 0.98964], [4.29757, -3.91722, 0.41155], [4.56001, -2.71773, -0.22691], [3.56412, -1.75360, -0.28419], [2.35956, -1.94014, 0.25228], [1.43175, -4.29408, 2.99346], [0.78501, -4.23322, 5.24581], [-0.79852, -3.37288, 6.93461], [-2.76255, -2.04399, 6.23080], [-3.14937, -1.59399, 3.82671], [2.81064, -5.04412, 1.48150], [5.04895, -4.69355, 0.46239], [5.52217, -2.51924, -0.67647], [3.72706, -0.78345, -0.73802]],
  "atomic_forces_ev_per_a": [[1.1382, -0.5398, 0.1606], [-0.0042, 0.0050, 0.0160], [-0.0054, 0.0088, -0.1564], [0.0355, 0.1866, 0.1071], [0.0294, -0.0657, 0.1007], [-0.0162, 0.0179, -0.0540], [0.0020, 0.0392, -0.0379], [-0.0112, -0.1223, 0.0850], [-0.2156, -0.1397, -0.3103], [-0.2657, 0.4694, 0.2253], [-0.0947, -0.1698, -0.3550], [0.2051, -0.2757, 0.2634], [-0.3481, 0.1730, 0.0639], [-0.2164, 0.2085, 0.2196], [0.1529, 0.1390, 0.0469], [0.1044, -0.1219, -0.0073], [-0.0920, 0.0606, -0.1251], [-0.0050, 0.0025, -0.0179], [0.0148, -0.0002, 0.0511], [0.0163, -0.0279, -0.0374], [-0.0273, 0.0311, -0.0534], [0.0099, 0.0842, 0.1450], [0.0045, 0.0251, -0.0054], [0.0207, -0.0101, 0.0172], [0.0254, 0.0224, 0.0092], [-0.0201, -0.0221, -0.0106], [0.0016, -0.0025, -0.0017], [0.0001, 0.0014, 0.0031], [0.0098, 0.0035, 0.0130], [-0.0099, -0.0008, 0.0064], [0.0074, -0.0094, 0.0056], [-0.0019, 0.0014, 0.0027], [0.0029, -0.0019, 0.0063], [-0.0012, -0.0057, -0.0083], [0.0003, 0.0015, 0.0044], [-0.0024, -0.0358, 0.0058], [-0.0367, 0.0330, -0.0241], [-0.1522, -0.0207, -0.1032], [0.2249, 0.1750, -0.0357], [0.0644, -0.1232, 0.0996], [-0.0108, 0.0304, 0.0847], [-0.1039, -0.0763, -0.2734], [0.0507, 0.3573, -0.0936], [0.0300, -0.0006, 0.0673], [-0.0790, -0.4245, -0.0902], [-0.0278, 0.1236, 0.0916], [-0.0422, -0.0602, 0.0538], [0.0110, 0.0324, -0.0345], [-0.0515, -0.0409, 0.0106], [0.0230, 0.1760, -0.0697], [-0.0033, -0.0016, -0.0022], [0.0004, 0.0063, -0.0017], [-0.0013, 0.0012, -0.0007], [0.0284, 0.0058, 0.0069], [-0.0375, 0.0097, 0.0310], [-0.0382, -0.0495, 0.0511], [0.0045, -0.0076, -0.0180], [0.0069, -0.0189, -0.0039], [0.0023, 0.0050, -0.0011], [0.0069, 0.0252, 0.0156], [0.0003, 0.0010, -0.0048], [-0.0048, -0.0002, 0.0057], [0.0025, -0.0013, -0.0002], [0.0094, 0.0141, -0.1847], [-0.1216, 0.0687, 0.1246], [0.0258, -0.0092, -0.0482], [0.0109, -0.0050, -0.0024], [-0.0277, 0.0130, 0.0154], [0.0005, 0.0033, -0.0177], [0.0536, -0.0222, -0.0708], [-0.1590, -0.1012, 0.0164], [-0.0488, 0.0280, 0.1300], [-0.1961, -0.0156, 0.0954], [0.3852, -0.0757, -0.0662], [-0.1419, 0.0985, 0.0326], [0.0405, 0.0791, -0.0493], [-0.0096, -0.0709, 0.0432], [0.0080, 0.0992, -0.0317], [-0.1214, -0.1769, -0.1217], [-0.0001, -0.0042, -0.0085], [-0.0001, -0.0002, 0.0045], [0.0010, -0.0014, -0.0007], [0.0003, 0.0026, -0.0024], [-0.0018, 0.0011, -0.0022], [-0.0038, -0.0006, 0.0083], [0.0026, 0.0000, 0.0014], [0.0007, 0.0020, -0.0029], [-0.0176, -0.0125, -0.0008]],
  "multiplicity": 2,
  "s_squared": 0.764,
  "charge": 1,
  "e_homo_ev": [-9.5, -9.5]
}